Formula: C2H4OS2
Source: the OMol25 dataset
Level of theory: ωB97M-V/def2-TZVPD

The value obtained for the LUMO energy is -1.0085 eV. Its HOMO energy is -0.356 Ha. The calculation puts the frontier orbital gap at 0.3188 hartree. Its spin multiplicity is 1. Its energy above the lowest of the compared OMol25 structures with the same formula, charge and spin is 91.6 kJ/mol. The structure (SMILES) is CSSC=O. The molar mass is 108.187 g mol⁻¹. As for the maximum force: 3.10 eV Å⁻¹.

Structure (XYZ):
```
9
Properties=species:S:1:pos:R:3:forces:R:3:mulliken_charge:R:1
C 0.501517 -1.341416 1.161491 -1.58 1.18 1.06 -0.707
S 1.251882 0.093835 0.204513 -2.70 0.63 1.02 -0.080
S -0.567456 1.572511 0.171749 2.26 -1.71 1.15 -0.085
C -0.696212 1.480029 -1.538530 0.67 -0.45 -0.73 0.077
O -1.347403 2.141051 -2.259275 -2.20 2.06 -0.73 -0.405
H 1.236694 -1.624569 1.931626 -0.02 -0.42 -0.83 0.302
H 0.056218 -2.132963 0.514704 0.89 0.53 0.49 0.273
H -0.367459 -0.979235 1.843514 1.36 -0.21 -1.43 0.259
H -0.067780 0.790758 -2.029792 1.32 -1.60 -0.01 0.367
```
Forces are in eV/Å.